{
  "formula": "C5H15N2",
  "method": "wB97M-V/def2-TZVPD",
  "multiplicity": 2,
  "s2": 0.75,
  "energy_ha": -308.2795,
  "total_charge": 2,
  "lumo_energy_ev": [-6.851, -11.586],
  "orbital_gap_ha": [0.4849, 0.3103],
  "species": ["N", "N", "C", "C", "C", "C", "C", "H", "H", "H", "H", "H", "H", "H", "H", "H", "H", "H", "H", "H", "H", "H"],
  "xyz": [[-2.158, -0.024, -0.315], [2.614, 0.273, 0.504], [-2.981, 1.185, -0.090], [0.937, -0.970, -0.739], [0.017, -1.299, 0.436], [-1.092, -0.094, 0.669], [1.780, 0.307, -0.691], [-1.865, -0.088, -1.294], [-1.487, -0.269, 1.695], [2.680, 1.123, 1.030], [-2.561, 1.967, -0.805], [1.245, 1.293, -0.728], [0.666, -1.501, 1.375], [3.524, -0.157, 0.292], [2.157, -0.488, 1.125], [1.717, -1.822, -1.006], [2.445, 0.302, -1.503], [-2.964, 1.561, 0.978], [0.332, -0.815, -1.657], [-4.015, 0.874, -0.462], [-0.500, -2.238, 0.331], [-0.490, 0.882, 0.856]],
  "forces_ev_per_a": [[1.9, 3.6, 1.4], [-0.2, -3.2, 1.9], [-1.2, -0.6, -0.6], [0.8, -1.0, -2.0], [0.3, 1.7, 1.0], [2.7, -2.3, 1.7], [-1.6, 1.0, 0.1], [-0.5, -1.0, -0.1], [-0.4, 0.1, -0.8], [0.5, 0.7, 0.4], [-0.6, -0.8, 0.7], [0.2, -1.0, 0.2], [-1.4, 0.7, -1.0], [0.1, 0.7, 0.2], [1.0, 1.7, -0.5], [-1.9, 1.3, 0.7], [0.7, 0.1, -1.3], [-0.1, -0.8, -1.3], [0.3, -0.5, 0.3], [1.0, 0.9, 0.5], [-0.2, -0.3, -0.4], [-1.4, -1.0, -1.0]]
}

{
  "formula": "C2H3Cl2NSi",
  "method": "wB97M-V/def2-TZVPD",
  "multiplicity": 1,
  "energy_ha": -1342.5414,
  "lumo_energy_ev": [-2.452, -2.453],
  "orbital_gap_ha": [0.2259, 0.2259],
  "species": ["Cl", "Cl", "Si", "N", "C", "C", "H", "H", "H"],
  "xyz": [[-0.386, 2.585, -1.697], [0.809, 0.926, 2.193], [-1.033, 0.796, -1.026], [1.699, -1.442, 0.773], [0.717, -1.105, 0.208], [-0.270, -0.922, -0.771], [-2.151, 1.201, -0.158], [-0.570, -1.943, -1.013], [1.185, -0.096, 1.491]],
  "forces_ev_per_a": [[0.3, -0.5, -0.1], [-0.6, 1.8, 0.9], [1.4, -2.9, 1.8], [-1.9, 0.3, -0.6], [2.9, -1.3, -1.8], [-1.3, 2.4, 0.6], [-0.4, -0.2, -0.6], [-1.0, 0.7, -0.6], [0.5, -0.2, 0.4]]
}

{
  "formula": "C5H15N2",
  "method": "wB97M-V/def2-TZVPD",
  "multiplicity": 1,
  "energy_ha": -308.6246,
  "total_charge": 1,
  "lumo_energy_ev": -3.172,
  "orbital_gap_ha": 0.3634,
  "species": ["N", "N", "C", "C", "C", "C", "C", "H", "H", "H", "H", "H", "H", "H", "H", "H", "H", "H", "H", "H", "H", "H"],
  "xyz": [[-1.921, 0.228, -0.463], [0.319, -0.431, 0.101], [0.197, -1.518, -0.852], [0.079, -0.971, 1.415], [-0.361, 1.971, 0.261], [1.670, 0.157, 0.002], [-0.555, 0.624, -0.317], [-0.830, -1.928, -0.944], [1.865, 0.990, 0.663], [0.709, -2.493, -0.446], [0.214, -0.089, 2.034], [-2.146, -0.660, -0.943], [1.824, 0.153, -0.988], [0.332, 2.500, -0.448], [0.519, -1.173, -1.854], [2.414, -0.518, 0.443], [-2.658, 0.935, -0.347], [0.728, -1.881, 1.371], [-0.013, 2.048, 1.290], [-1.430, 2.517, 0.279], [-0.021, 0.877, -1.900], [-0.934, -1.338, 1.646]],
  "forces_ev_per_a": [[0.7, -0.5, 0.9], [0.0, -0.3, -1.1], [0.2, -3.7, -1.1], [-0.4, -0.9, 1.4], [-1.8, 2.6, -0.4], [1.4, -2.0, 3.9], [-3.1, 1.3, -5.4], [0.5, 0.8, 0.2], [-0.7, 0.8, -0.7], [-0.2, 2.2, -1.0], [0.8, -0.7, 1.1], [0.0, 1.5, 0.4], [1.1, 1.3, -3.4], [-0.8, 0.0, 1.3], [0.0, -0.5, 0.7], [-0.4, -0.6, -0.3], [0.8, -0.8, -0.3], [-0.1, 1.2, 1.5], [0.1, -0.3, 0.0], [2.6, -1.1, -0.2], [-0.8, -0.8, 3.5], [0.1, 0.3, -0.9]]
}

{
  "formula": "CH23O11",
  "method": "wB97M-V/def2-TZVPD",
  "multiplicity": 1,
  "energy_ha": -879.5793,
  "total_charge": -1,
  "lumo_energy_ev": 3.005,
  "orbital_gap_ha": 0.3319,
  "species": ["O", "O", "O", "O", "O", "O", "O", "O", "O", "O", "O", "C", "H", "H", "H", "H", "H", "H", "H", "H", "H", "H", "H", "H", "H", "H", "H", "H", "H", "H", "H", "H", "H", "H", "H"],
  "xyz": [[0.113, 1.077, -3.582], [1.548, -0.570, -1.708], [-0.011, -0.082, 0.320], [1.069, 1.770, 2.354], [-0.561, -3.759, -0.763], [0.739, 2.332, -0.469], [-0.289, -2.266, -3.136], [-1.530, 3.717, -0.085], [1.900, -0.840, 3.230], [0.271, -2.380, 1.407], [-1.589, 0.355, 2.762], [-1.250, -0.016, -0.289], [0.074, -1.530, 1.018], [-1.775, 0.856, -0.115], [-1.884, -0.916, 0.083], [-1.022, 4.425, 0.270], [-0.316, 0.231, -3.602], [-1.997, 1.211, 2.642], [1.116, -2.328, 1.779], [1.544, 2.531, -0.902], [-0.999, -3.189, -1.387], [0.371, 1.412, 1.836], [0.165, -2.037, -3.940], [-1.397, 0.126, 1.838], [-0.453, -3.279, 0.067], [0.554, 1.403, -0.257], [1.571, -0.064, 2.834], [-0.933, 2.980, -0.045], [-1.027, -0.213, -1.329], [1.368, -0.899, 4.013], [0.649, 2.302, 2.997], [0.258, -1.731, -2.623], [2.057, -1.182, -1.222], [0.783, 0.849, -2.945], [0.870, -0.296, -1.042]],
  "forces_ev_per_a": [[0.0, 0.3, -0.4], [-0.8, 0.9, -1.4], [0.6, 1.2, 0.7], [1.9, -0.1, 0.1], [-0.1, -0.9, -0.1], [-1.4, 1.1, 0.4], [-1.3, -0.9, -1.7], [-1.8, 0.1, 0.0], [1.2, -1.7, 0.6], [-2.0, -2.2, -0.1], [-0.1, 0.1, -0.2], [0.5, -4.2, 0.0], [0.2, 1.6, -0.5], [-1.3, 2.1, 0.1], [0.3, 1.2, -0.6], [0.6, 0.8, 0.4], [-0.9, -0.6, -0.4], [-0.3, 0.4, 0.2], [1.8, 0.4, 1.0], [1.1, -0.4, -0.5], [-0.1, 0.3, -0.3], [-1.0, -0.8, -1.1], [-0.2, -0.5, -1.3], [0.5, -0.4, 0.3], [0.3, 0.2, 0.3], [0.7, -0.9, 0.2], [-0.6, 2.0, -1.1], [0.9, -0.5, -0.4], [-1.1, 0.3, -0.9], [-0.4, -0.3, 0.6], [-0.6, 0.8, 1.1], [1.6, 1.4, 2.8], [1.0, -1.1, 0.8], [0.9, 0.3, 0.6], [0.0, -0.1, 0.9]]
}

{
  "formula": "C3H5NO2S",
  "method": "wB97M-V/def2-TZVPD",
  "multiplicity": 1,
  "energy_ha": -720.6469,
  "lumo_energy_ev": [0.660, 0.660],
  "orbital_gap_ha": [0.3412, 0.3412],
  "species": ["S", "O", "O", "N", "C", "C", "C", "H", "H", "H", "H", "H"],
  "xyz": [[-0.360, -1.498, -0.266], [-1.437, 0.406, 1.304], [-2.266, 0.245, -0.752], [0.425, 1.319, -0.601], [1.304, -0.915, 0.217], [-1.189, 0.093, -0.019], [1.345, 0.549, -0.245], [-1.918, -0.083, -1.569], [1.982, -1.593, -0.323], [2.427, 0.870, -0.321], [1.391, -0.732, 1.289], [-1.704, 1.338, 1.286]],
  "forces_ev_per_a": [[0.2, 0.4, 0.7], [0.6, 0.2, -1.2], [-0.5, 0.6, -0.3], [-2.0, -2.2, 1.5], [-1.8, 0.9, -0.7], [2.8, 0.3, 1.9], [1.6, 0.4, -1.4], [-0.5, -0.1, -1.8], [0.2, 0.6, 0.8], [-0.9, 0.1, 0.1], [0.3, -1.2, 0.2], [-0.1, 0.0, 0.2]]
}

The calculation returns the following energy above the lowest of the compared OMol25 structures with the same formula, charge and spin values, one per record and in order: 1.597, 5.483, 4.574, 1.016, 2.710 eV.